Formula: C5H8N2OS
Source: the Open Molecules 2025 dataset
Level of theory: ωB97M-V with the def2-TZVPD basis set

Properties
* orbital gap: 9.88 eV
* total charge: 0
* SMILES: Cc1noc(NS)c1C
* E_HOMO: -9.354 eV
* energy above the lowest of the compared OMol25 structures with the same formula, charge and spin: 107.97 kcal/mol
* energy: -21173.9346 eV

```
17
Properties=species:S:1:pos:R:3:forces:R:3
C 1.029807 -0.940834 -0.090688 -0.833 -0.975 -1.471
H 3.052257 0.065658 -0.467452 -1.191 -1.895 0.899
N -2.627592 0.127665 -0.774671 4.870 -0.361 -0.228
H 0.010240 2.308081 0.070852 0.230 -0.330 0.007
N 0.439953 -2.029730 -0.615289 0.501 1.314 1.266
H 2.851855 -1.082229 0.950821 0.774 -0.061 1.522
H 0.171935 1.519381 1.685283 0.656 0.431 -1.129
H -4.659893 0.185446 0.561303 0.139 -0.580 -0.566
S -3.548303 0.918031 0.413945 0.354 1.137 0.632
H -2.203556 0.868683 -1.487381 -1.491 -1.928 2.045
C -1.165422 -0.513349 -0.186059 -0.575 1.605 -1.882
C 0.058951 0.077676 0.151488 -0.635 0.519 -0.321
C 2.551783 -0.908137 -0.035153 -0.213 0.149 -3.046
C 0.493983 1.475177 0.597165 -1.665 -1.191 1.438
H 1.573211 1.493545 0.526352 0.093 0.416 0.046
O -0.909877 -1.760377 -0.624546 -0.740 0.325 -0.185
H 2.880663 -1.804694 -0.675968 -0.274 1.426 0.971
```
Positions in Å, forces in eV/Å.

Results of the Mulliken charge analysis, in e, for atoms 1 through 5:
1. C 0.546
2. H 0.317
3. N -0.397
4. H 0.307
5. N -0.489